No. 1
A structure of composition C36H32CrF3IN5O5PS3. Source: OMol25; level of theory: ωB97M-V/def2-TZVPD.

Calculated values
energy above the lowest of the compared OMol25 structures with the same formula, charge and spin	18.40	kJ/mol
LUMO level (alpha / beta)	1.98 / 1.91	eV
charge	-1
HOMO (alpha / beta)	-0.1868 / -0.1868	Eh
spin multiplicity	4

Geometry as XYZ:
```
87
C36H32CrF3IN5O5PS3 ωB97M-V/def2-TZVPD
Cr -0.13 -0.34 -0.24
N -1.99 -0.77 0.73
C -2.91 0.32 0.54
C -4.20 0.31 0.96
C -5.03 1.43 0.77
C -4.56 2.56 0.16
C -3.23 2.60 -0.30
C -2.66 3.71 -0.97
C -1.37 3.66 -1.41
C -0.61 2.50 -1.15
N -1.10 1.48 -0.50
C -2.40 1.48 -0.09
H -1.87 -0.92 1.74
H -2.33 -1.64 0.31
H -4.58 -0.57 1.47
H -6.06 1.39 1.13
H -5.20 3.42 0.01
H -3.27 4.59 -1.15
H -0.92 4.49 -1.93
H 0.42 2.39 -1.46
S 1.11 3.34 1.83
C 0.06 4.73 1.56
C -1.22 4.86 2.09
C -1.98 5.99 1.78
C -1.48 6.99 0.97
C -0.19 6.85 0.45
C 0.57 5.74 0.74
H -1.65 4.10 2.72
H -2.97 6.07 2.20
H -2.07 7.86 0.74
H 0.22 7.63 -0.19
H 1.56 5.63 0.31
O -2.78 0.23 -3.28
S -1.84 -0.89 -3.10
N -0.87 -0.88 -2.00
N 1.57 0.29 -0.85
P 2.98 -0.30 -0.65
C 4.23 0.95 -1.12
C 5.54 0.62 -1.43
C 6.46 1.62 -1.75
C 6.06 2.95 -1.74
C 4.75 3.28 -1.44
C 3.84 2.29 -1.13
C 3.42 -1.70 -1.73
C 3.33 -1.45 -3.10
C 3.59 -2.45 -4.02
C 3.92 -3.72 -3.58
C 4.00 -3.98 -2.22
C 3.75 -2.97 -1.30
C 3.55 -0.83 1.02
C 4.59 -0.19 1.69
C 4.99 -0.60 2.95
C 4.37 -1.67 3.57
C 3.32 -2.31 2.93
C 2.91 -1.90 1.67
H 5.85 -0.42 -1.44
H 7.48 1.35 -2.00
H 6.78 3.73 -1.98
H 4.44 4.32 -1.44
H 2.81 2.51 -0.89
H 3.03 -0.46 -3.45
H 3.51 -2.24 -5.08
H 4.12 -4.51 -4.30
H 4.24 -4.98 -1.87
H 3.81 -3.20 -0.25
H 5.09 0.66 1.23
H 5.81 -0.08 3.44
H 4.69 -2.00 4.55
H 2.81 -3.14 3.40
H 2.08 -2.40 1.20
N 1.44 0.58 3.66
C 0.59 0.83 2.65
O 0.48 0.04 1.71
C -0.05 2.19 2.63
I -2.20 -0.02 4.28
H 1.80 -0.36 3.72
H 1.27 1.05 4.54
H -0.96 2.12 2.04
H -0.29 2.52 3.63
F 1.57 -5.24 -0.16
C 0.30 -4.88 0.09
F -0.48 -5.93 -0.19
F 0.21 -4.65 1.41
S -0.21 -3.41 -0.90
O -1.64 -3.39 -0.68
O 0.30 -3.67 -2.20
O 0.48 -2.35 -0.12
```



No. 2
A structure of composition C47H52AsN8O3PbS4. Source: OMol25; level of theory: ωB97M-V/def2-TZVPD.

Calculated values
energy above the lowest of the compared OMol25 structures with the same formula, charge and spin	0.00	kJ/mol
LUMO level	-2.93	eV
charge	+1
HOMO	-0.3569	Eh

Geometry as XYZ:
```
116
C47H52AsN8O3PbS4 ωB97M-V/def2-TZVPD
Pb -0.47 0.40 0.02
C -1.47 -1.00 5.57
C 0.00 -1.37 5.69
N 0.84 -0.82 4.62
C 1.71 0.31 4.96
C 1.04 1.66 4.76
C 0.78 -1.37 3.40
S 1.75 -0.54 2.15
N 0.04 -2.43 3.23
C -0.67 -2.77 2.13
O -1.03 -1.99 1.24
C -1.04 -4.21 2.04
C -1.70 -4.66 0.90
C -2.02 -6.00 0.76
C -1.69 -6.90 1.76
C -1.03 -6.46 2.90
C -0.71 -5.12 3.04
H -2.02 -1.41 6.42
H -1.91 -1.40 4.66
H -1.61 0.09 5.59
H 0.11 -2.46 5.66
H 0.41 -1.01 6.63
H 2.62 0.24 4.37
H 2.00 0.18 6.00
H 0.75 1.80 3.71
H 1.72 2.47 5.02
H 0.15 1.76 5.38
H -1.96 -3.94 0.14
H -2.53 -6.34 -0.13
H -1.93 -7.95 1.65
H -0.77 -7.16 3.68
H -0.19 -4.77 3.92
O 3.66 -0.04 -2.12
C 3.98 1.23 -2.45
C 5.11 1.43 -3.24
C 5.47 2.71 -3.63
C 4.71 3.81 -3.24
C 3.59 3.61 -2.46
C 3.21 2.33 -2.04
C 2.00 2.13 -1.20
O 1.65 0.91 -0.92
N 1.35 3.20 -0.83
N 0.19 2.93 -0.09
C -0.36 4.02 0.30
S -1.80 4.03 1.32
C -2.18 5.77 1.01
C -0.86 6.52 0.94
S 0.28 5.59 -0.12
H 2.81 0.04 -1.63
H 5.69 0.57 -3.54
H 6.35 2.85 -4.24
H 4.99 4.80 -3.55
H 2.99 4.45 -2.14
H -2.80 6.12 1.83
H -2.73 5.87 0.07
H -0.43 6.64 1.93
H -0.99 7.50 0.49
S -8.29 2.88 -0.02
N -7.20 2.81 -1.21
C -6.09 2.34 -0.68
C -4.85 2.10 -1.40
C -4.70 2.37 -2.76
C -3.49 2.12 -3.36
C -2.46 1.60 -2.58
N -2.58 1.34 -1.29
C -3.76 1.59 -0.68
C -3.86 1.32 0.76
N -2.77 0.89 1.39
C -2.82 0.65 2.69
C -3.97 0.85 3.46
C -5.10 1.31 2.83
C -5.06 1.56 1.45
C -6.19 2.07 0.71
N -7.38 2.34 1.21
H -5.54 2.77 -3.31
H -3.32 2.32 -4.41
H -1.49 1.40 -3.02
H -1.91 0.28 3.15
H -3.96 0.64 4.52
H -6.02 1.49 3.37
C -2.60 -2.73 -2.54
C -1.70 -1.98 -3.52
As -0.04 -1.42 -2.64
C 0.85 -3.17 -2.51
C 2.37 -3.11 -2.50
C 0.95 -0.56 -4.10
C 0.94 -1.30 -5.43
H -3.56 -2.99 -3.00
H -2.80 -2.14 -1.65
H -2.13 -3.66 -2.22
H -2.20 -1.09 -3.89
H -1.45 -2.60 -4.38
H 0.49 -3.78 -3.35
H 0.47 -3.64 -1.60
H 2.77 -2.65 -3.41
H 2.79 -4.11 -2.43
H 2.76 -2.53 -1.66
H 1.97 -0.44 -3.72
H 0.56 0.45 -4.20
H 1.27 -2.34 -5.32
H 1.60 -0.82 -6.15
H -0.06 -1.32 -5.87
C 2.11 -1.85 0.94
C 3.08 -2.88 1.44
C 4.41 -2.54 1.69
C 5.30 -3.50 2.15
C 4.87 -4.80 2.36
C 3.55 -5.14 2.11
C 2.66 -4.18 1.65
H 2.52 -1.28 0.11
H 1.18 -2.31 0.60
H 4.75 -1.52 1.52
H 6.33 -3.23 2.33
H 5.56 -5.55 2.72
H 3.21 -6.16 2.27
H 1.63 -4.46 1.46
```



No. 3
A cluster of 2 separate species, C4H13N2O2 in total. Source: OMol25; level of theory: ωB97M-V/def2-TZVPD.

Calculated values
energy above the lowest of the compared OMol25 structures with the same formula, charge and spin	120.27	kJ/mol
LUMO level	-2.93	eV
charge	+1
HOMO	-0.5090	Eh

Geometry as XYZ:
```
21
C4H13N2O2 ωB97M-V/def2-TZVPD
O -0.68 -0.23 2.10
C -1.02 -0.68 1.01
N -2.07 -1.49 0.87
C -2.52 -2.09 -0.38
C -0.16 -0.32 -0.18
N 0.99 0.47 0.36
C 0.66 1.91 0.47
H -2.67 -1.49 1.68
H -2.24 -3.13 -0.40
H -3.59 -1.95 -0.46
H -2.05 -1.60 -1.23
H 0.18 -1.16 -0.77
H -0.66 0.35 -0.89
H 1.83 0.38 -0.22
H 1.11 0.22 1.35
H 1.55 2.45 0.80
H -0.13 2.00 1.18
H 0.43 2.30 -0.52
H 3.88 0.61 -1.61
H 3.72 2.06 -1.90
O 3.44 1.39 -1.25
```



No. 4
A cluster of 2 separate species, CH6NO2 in total. Source: OMol25; level of theory: ωB97M-V/def2-TZVPD.

Calculated values
energy above the lowest of the compared OMol25 structures with the same formula, charge and spin	37.36	kJ/mol
LUMO level	-4.20	eV
charge	+1
HOMO	-0.5932	Eh

Geometry as XYZ:
```
10
CH6NO2 ωB97M-V/def2-TZVPD
O 1.64 0.28 1.50
H 2.19 -0.20 2.13
H 2.27 0.51 0.80
H -0.58 -1.52 -2.10
C -1.01 -0.14 -0.92
N -0.82 0.51 0.17
O -0.29 -1.16 -1.25
H -1.81 0.22 -1.57
H -0.13 0.21 0.88
H -1.45 1.29 0.36
```



No. 5
A cluster of 11 separate species, C33H48Cl40FN2OS2 in total. Source: OMol25; level of theory: ωB97M-V/def2-TZVPD.

Calculated values
LUMO level	-2.80	eV
charge	+1
HOMO	-0.3950	Eh

Geometry as XYZ:
```
127
C33H48Cl40FN2OS2 ωB97M-V/def2-TZVPD
C -1.86 -1.00 -3.28
C -0.43 -0.47 -3.37
C 0.39 -1.15 -4.46
C 0.83 -2.60 -4.19
C 1.39 -2.87 -2.80
C 0.33 -3.36 -1.83
C 0.92 -4.19 -0.68
C 0.46 -3.74 0.67
N -0.93 -4.04 1.11
C -1.67 -2.81 1.42
C -1.13 -2.19 2.70
C -0.77 -0.72 2.48
C 0.11 -0.20 3.60
C 0.78 1.16 3.31
C 0.18 1.95 2.15
C 0.56 1.49 0.73
C 1.88 0.73 0.61
C -1.64 -4.95 0.37
S -2.80 -4.66 -0.70
S -1.21 -6.65 0.72
C -1.46 -6.68 2.52
C -0.30 -7.20 3.34
C 1.03 -6.61 2.91
N 2.16 -7.14 3.74
C 1.92 -7.08 5.20
F 2.25 -8.50 3.42
C 3.52 -6.55 3.43
C 3.63 -5.68 2.19
O 5.00 -5.41 2.04
H -2.56 -0.21 -3.51
H -2.03 -1.82 -3.96
H -2.09 -1.37 -2.29
H 0.09 -0.52 -2.43
H -0.46 0.58 -3.61
H 1.27 -0.56 -4.70
H -0.22 -1.15 -5.34
H 1.56 -2.85 -4.94
H -0.02 -3.25 -4.39
H 2.18 -3.59 -2.91
H 1.84 -1.94 -2.46
H -0.26 -2.55 -1.45
H -0.33 -4.00 -2.39
H 0.84 -5.25 -0.85
H 1.99 -3.99 -0.71
H 0.59 -2.67 0.74
H 1.14 -4.16 1.41
H -1.68 -2.09 0.61
H -2.69 -3.10 1.60
H -1.82 -2.27 3.53
H -0.22 -2.69 3.00
H -0.27 -0.69 1.52
H -1.70 -0.17 2.48
H 0.87 -0.93 3.84
H -0.52 -0.09 4.47
H 0.65 1.77 4.19
H 1.84 1.00 3.22
H -0.89 1.95 2.26
H 0.52 2.97 2.27
H -0.21 0.85 0.34
H 0.58 2.35 0.08
H 2.28 0.86 -0.38
H 1.70 -0.32 0.78
H 2.63 1.08 1.31
H -2.34 -7.27 2.71
H -1.70 -5.68 2.84
H -0.26 -8.28 3.29
H -0.51 -6.95 4.37
H 0.96 -5.54 2.99
H 1.20 -6.94 1.91
H 1.56 -6.09 5.43
H 2.83 -7.33 5.71
H 1.16 -7.79 5.46
H 3.79 -5.95 4.28
H 4.21 -7.36 3.36
H 3.04 -4.78 2.31
H 3.27 -6.21 1.32
H 5.12 -4.45 2.02
C -2.04 -1.71 -8.34
Cl -2.81 -3.28 -8.13
Cl -2.54 -1.01 -9.88
Cl -2.54 -0.64 -7.02
Cl -0.28 -1.92 -8.33
C 0.54 2.56 -7.68
Cl -0.73 1.62 -8.45
Cl 1.02 3.89 -8.72
Cl -0.06 3.22 -6.14
Cl 1.94 1.52 -7.35
C -0.78 4.23 6.07
Cl 0.01 4.42 7.64
Cl 0.35 4.66 4.79
Cl -1.29 2.54 5.88
Cl -2.20 5.28 5.99
C 3.59 3.48 -2.52
Cl 2.95 3.40 -0.87
Cl 2.26 3.37 -3.69
Cl 4.45 5.00 -2.74
Cl 4.70 2.13 -2.76
C -1.39 6.86 -9.84
Cl 0.36 7.03 -10.08
Cl -2.07 8.44 -9.43
Cl -2.13 6.26 -11.32
Cl -1.69 5.73 -8.52
C 4.74 6.22 -9.36
Cl 4.26 4.71 -8.57
Cl 3.95 6.33 -10.94
Cl 4.24 7.58 -8.36
Cl 6.49 6.25 -9.57
C -1.29 8.93 8.34
Cl -1.14 9.57 9.98
Cl -0.35 9.92 7.23
Cl -0.69 7.27 8.30
Cl -2.99 8.95 7.85
C 5.98 1.22 2.37
Cl 5.30 -0.41 2.45
Cl 5.40 2.01 0.91
Cl 5.46 2.14 3.79
Cl 7.74 1.12 2.35
C -6.16 7.54 5.04
Cl -7.47 6.67 4.26
Cl -5.74 8.97 4.10
Cl -6.65 8.03 6.66
Cl -4.74 6.49 5.16
C -11.22 6.80 2.56
Cl -11.05 7.45 4.19
Cl -10.27 7.78 1.44
Cl -10.62 5.14 2.54
Cl -12.91 6.82 2.08
```



no.,largest force on an atom (eV Å⁻¹),energy (eV)
1,0.8,-142016.246
2,0.4,-177071.895
3,1.2,-11428.227
4,0.8,-6712.764
5,1.5,-565299.262